Entry from the OMol25 dataset: a structure of composition C35H38FInN3O3Si in a non-equilibrium geometry (wB97M-V/def2-TZVPD).

Structure (XYZ):
```
82
Properties=species:S:1:pos:R:3:forces:R:3:lowdin_charge:R:1
C 1.025 2.649 -1.964 -0.645 -0.248 0.215 -0.1794
C 0.040 2.932 -2.958 -0.215 -0.378 0.374 -0.2022
C -1.240 2.842 -2.347 0.345 -0.276 0.128 -0.2006
H 0.226 3.198 -4.000 -0.048 -0.017 0.309 0.0753
C -1.052 2.500 -0.977 0.332 -0.018 -0.600 -0.2153
C 0.346 2.390 -0.741 0.046 -0.021 -0.532 -0.2141
H 0.815 2.182 0.223 -0.044 0.020 -0.267 0.0709
H 2.103 2.645 -2.106 -0.203 0.042 0.027 0.0755
H -2.196 3.017 -2.839 0.264 -0.003 0.150 0.0701
H -1.837 2.379 -0.236 0.022 0.073 -0.134 0.0597
In -0.454 -0.784 -2.177 1.210 2.403 1.050 1.0767
C -1.392 -2.533 -6.864 0.241 -0.309 -0.664 -0.0752
H -2.131 -2.469 -6.060 0.334 0.172 -0.241 0.0125
H -1.831 -2.128 -7.785 0.134 -0.338 0.141 0.0401
H -0.450 -1.983 -6.666 -0.817 -0.282 -0.197 -0.0366
Si -0.338 -0.629 -4.731 0.038 -0.322 -0.351 0.6236
C 1.416 -0.584 -5.367 0.280 -0.127 0.634 -0.3226
C 2.098 0.642 -5.261 0.146 -0.128 -0.325 -0.0903
H 1.613 1.484 -4.755 0.199 -0.240 -0.190 0.0877
C 3.378 0.778 -5.805 -0.236 -0.250 -0.019 -0.0635
H 3.887 1.740 -5.736 -0.068 -0.313 -0.049 0.1095
C 3.982 -0.318 -6.435 -0.220 0.024 0.219 -0.0727
H 4.971 -0.204 -6.876 -0.201 -0.058 0.089 0.1050
C 3.341 -1.562 -6.473 -0.215 0.088 0.140 -0.0739
H 3.831 -2.424 -6.929 -0.105 0.281 0.129 0.1064
C 2.064 -1.707 -5.920 0.071 0.533 0.032 -0.0901
H 1.557 -2.675 -5.911 0.235 0.241 -0.123 0.1045
C -1.382 0.635 -5.623 -0.462 0.183 0.413 -0.3096
C -0.959 1.243 -6.822 -0.158 0.006 0.284 -0.0811
H 0.000 0.966 -7.265 -0.283 0.075 0.099 0.1080
C -1.752 2.223 -7.429 -0.021 -0.182 0.197 -0.0716
H -1.406 2.708 -8.344 -0.151 -0.198 0.275 0.1079
C -2.971 2.592 -6.851 0.138 -0.115 0.210 -0.0719
H -3.594 3.352 -7.327 0.213 -0.206 0.144 0.1070
C -3.387 2.010 -5.647 0.117 -0.172 -0.026 -0.0759
H -4.319 2.322 -5.173 0.259 -0.071 -0.200 0.1084
C -2.596 1.036 -5.034 0.160 0.112 -0.451 -0.1182
H -2.896 0.591 -4.081 -0.014 0.263 -0.290 0.0892
H -0.852 -2.021 -4.585 0.246 0.368 -0.187 -0.0503
H -1.098 -3.591 -6.974 -0.252 0.397 -0.176 0.0428
F -1.290 2.722 4.049 0.078 -1.105 0.001 0.0425
C -0.947 1.396 3.867 0.125 0.548 -0.273 -0.1508
C -0.941 0.915 2.575 0.364 -0.506 0.235 0.1143
C -0.358 -0.342 2.295 -0.282 -0.052 0.752 -0.0325
C -0.129 -0.821 0.942 -0.607 0.125 -1.364 -0.2400
O -0.797 -0.356 -0.050 0.456 -0.729 1.367 -0.0955
C 0.831 -1.873 0.801 -0.307 -0.729 0.507 -0.0242
C 1.054 -2.711 1.870 -0.528 1.021 0.210 0.0726
N 0.595 -2.427 3.129 -0.300 1.400 -1.360 0.0165
C 0.842 -3.333 4.181 0.273 -0.863 1.065 -0.2763
C 1.024 -4.796 3.910 -0.288 -0.346 -0.056 -0.0756
C 2.198 -3.950 4.276 0.677 -0.050 0.437 -0.0809
C 0.044 -1.153 3.386 0.535 -0.350 -0.412 -0.0891
C -0.048 -0.675 4.698 -0.374 0.743 0.410 0.0583
C -0.508 0.632 4.974 0.061 -0.715 -0.850 -0.1288
N -0.534 1.100 6.293 0.099 -0.035 0.707 -0.0862
C 0.581 0.812 7.194 -0.170 0.076 -0.583 -0.1232
C 0.057 0.480 8.582 0.063 -0.536 -0.501 -0.0865
N -0.787 1.624 9.007 0.297 0.503 1.085 0.0411
C -1.892 2.005 8.107 -0.478 -0.208 -0.940 -0.0887
C -1.295 2.262 6.727 0.109 0.007 -0.392 -0.1269
C 1.266 -2.324 -0.572 0.453 -0.261 -0.596 -0.6098
O 1.348 -3.530 -0.796 0.076 0.971 0.151 0.0658
O 1.488 -1.337 -1.415 -0.849 -1.163 0.457 -0.1383
H -1.322 1.505 1.753 0.174 0.220 -0.051 0.1255
H 1.599 -3.645 1.743 -0.230 0.318 -0.153 0.1418
H 0.336 -3.109 5.117 0.059 0.013 -0.454 0.1350
H 0.667 -5.466 4.691 -0.058 0.070 -0.390 0.1132
H 0.925 -5.151 2.884 0.004 -0.001 0.377 0.1131
H 2.912 -3.706 3.485 -0.181 -0.013 0.420 0.1176
H 2.600 -4.082 5.281 0.150 0.017 -0.390 0.1086
H 0.266 -1.309 5.530 -0.171 0.381 -0.376 0.1000
H 1.247 1.699 7.256 -0.085 -0.280 0.028 0.1469
H 1.166 -0.019 6.798 0.003 0.191 0.206 0.1273
H -0.584 -0.403 8.590 0.099 0.022 -0.132 0.1461
H 0.864 0.347 9.306 -0.132 0.132 -0.029 0.1453
H -1.165 1.443 9.939 0.211 0.213 0.074 0.1913
H -0.166 2.436 9.040 0.000 0.092 0.444 0.1833
H -2.379 2.898 8.504 0.137 -0.091 0.043 0.1470
H -2.606 1.179 8.102 0.055 0.056 -0.116 0.1474
H -0.623 3.147 6.779 -0.402 -0.144 -0.059 0.1474
H -2.100 2.473 6.019 0.213 0.050 0.264 0.1395
```
Forces are in eV/Å.

## Properties
Maximum force: 2.89 eV/Å
Gap between HOMO and LUMO: 3.89 eV
HOMO level: -0.2706 Eh
Electronic energy: -63282.956 eV
Total charge: +1